1.
C17H17CuN3O5 as an isolated structure, computed with wB97M-V/def2-TZVPD.

Values from the calculation:
Strongest force on any atom, hartree/bohr: 0.014
LUMO energy (alpha / beta), eV: 2.66 / 2.66
Charge: -1
Molecular weight, g/mol: 406.885
HOMO (alpha / beta), eV: -4.0 / -4.0

Structure (XYZ):
```
43
Properties=species:S:1:pos:R:3:forces:R:3:nbo_charge:R:1
Cu 0.331 -0.745 0.084 0.2 -0.1 0.1 0.959
O -0.366 3.804 -0.638 -0.1 0.0 -0.1 -0.703
C -0.475 4.095 0.669 0.1 -0.1 0.2 0.427
C -0.683 5.421 1.045 0.0 0.1 -0.1 -0.316
C -0.750 5.764 2.383 0.0 0.0 0.0 -0.191
C -0.607 4.793 3.368 0.0 0.0 0.1 -0.280
C -0.447 3.469 2.999 0.0 0.0 0.0 -0.137
C -0.402 3.098 1.660 -0.1 0.1 -0.1 -0.229
C -0.399 1.674 1.242 0.0 -0.3 -0.4 0.590
O 0.063 1.367 0.089 -0.1 0.6 0.3 -0.786
N -0.998 0.818 2.057 -0.2 0.2 0.6 -0.458
N -0.860 -0.442 1.613 -0.3 -0.1 -0.3 -0.294
C -1.722 -1.347 1.934 0.1 0.5 0.3 -0.059
C -1.537 -2.646 1.335 0.2 -0.5 -0.5 0.170
C -2.074 -3.826 1.867 -0.1 0.3 0.1 -0.242
C -1.839 -5.026 1.237 0.1 -0.1 -0.1 -0.180
C -1.038 -5.046 0.095 -0.1 -0.1 0.2 -0.283
C -0.536 -3.844 -0.364 0.0 0.0 0.0 0.056
N -0.801 -2.669 0.200 -0.3 -0.2 0.2 -0.485
H -0.158 2.834 -0.687 0.0 0.0 0.0 0.518
H -0.793 6.165 0.266 0.0 0.0 0.0 0.210
H -0.913 6.798 2.664 0.0 0.0 0.0 0.199
H -0.643 5.069 4.414 0.0 0.0 0.0 0.200
H -0.361 2.694 3.749 -0.1 0.0 0.0 0.225
H -2.553 -1.138 2.603 0.0 0.0 0.0 0.179
H -2.660 -3.774 2.777 0.0 0.0 0.0 0.211
H -2.260 -5.945 1.625 0.0 0.0 0.0 0.207
H -0.828 -5.971 -0.425 0.0 0.0 0.0 0.213
H 0.103 -3.819 -1.243 0.0 0.0 0.0 0.190
C 1.847 -1.606 -3.936 0.0 0.1 0.1 -0.622
C 1.652 -0.835 -2.637 0.3 -0.1 0.0 0.130
C 2.035 0.631 -2.778 -0.1 -0.1 0.1 -0.622
O 0.265 -0.854 -2.265 0.0 0.1 -0.2 -0.737
C 2.564 -1.441 -1.512 0.0 0.0 0.1 0.748
O 3.694 -1.803 -1.848 -0.1 0.0 0.0 -0.722
O 2.073 -1.483 -0.338 0.4 -0.2 -0.4 -0.834
H 1.345 -1.097 -4.762 0.0 0.0 0.0 0.193
H 1.433 -2.615 -3.839 0.0 0.0 0.0 0.190
H 2.910 -1.697 -4.144 0.0 0.0 0.0 0.240
H 1.504 1.094 -3.613 0.0 0.0 0.0 0.196
H 3.109 0.708 -2.939 0.0 0.0 0.0 0.220
H 1.769 1.151 -1.856 0.0 0.1 0.0 0.238
H 0.005 -1.775 -2.152 -0.1 0.0 0.0 0.469
```
Positions in Å, forces in eV/Å.

=====

2.
One molecule with the formula C17H17F3N6, computed with wB97M-V/def2-TZVPD.

Values from the calculation:
Strongest force on any atom, hartree/bohr: 0.028
LUMO energy, eV: 0.12
SMILES: Cc1nnc2ccc(N3CCN(c4cccc(C(F)(F)F)c4)CC3)nn12
Molecular weight, g/mol: 362.359
HOMO, eV: -8.2

Structure (XYZ):
```
43
Properties=species:S:1:pos:R:3:forces:R:3:nbo_charge:R:1
C -1.912 -2.071 2.374 0.1 0.1 0.0 -0.657
C -1.537 -2.433 0.991 0.2 0.2 0.2 0.310
N -2.217 -3.189 0.160 -0.6 0.0 0.7 -0.258
N -1.559 -3.302 -0.988 0.5 -0.2 -1.1 -0.269
C -0.446 -2.610 -0.881 -0.2 0.2 0.6 0.227
C 0.657 -2.401 -1.730 0.4 0.3 0.1 -0.128
C 1.662 -1.607 -1.280 -0.2 -0.3 -0.4 -0.287
C 1.564 -0.987 0.012 -0.6 -0.6 0.3 0.394
N 2.565 -0.169 0.477 0.3 -0.1 0.2 -0.415
C 3.192 0.787 -0.416 0.0 0.1 -0.2 -0.229
C 2.437 2.143 -0.308 0.0 0.0 -0.1 -0.240
N 1.138 1.966 0.298 0.3 0.3 0.1 -0.451
C 0.061 1.530 -0.451 -0.6 0.1 -0.4 0.280
C 0.162 1.180 -1.804 0.1 0.2 0.2 -0.290
C -0.936 0.734 -2.514 -0.2 0.0 0.0 -0.184
C -2.181 0.636 -1.920 0.0 0.0 0.1 -0.222
C -2.302 1.032 -0.596 0.1 -0.1 0.0 -0.122
C -3.651 1.048 0.062 -0.4 0.2 0.1 0.974
F -4.526 0.201 -0.486 0.1 -0.2 -0.2 -0.314
F -4.221 2.272 -0.002 0.1 0.1 -0.1 -0.329
F -3.594 0.748 1.374 0.2 -0.1 0.2 -0.332
C -1.212 1.481 0.129 -0.1 -0.1 -0.1 -0.265
C 1.273 1.545 1.681 0.0 0.0 0.2 -0.229
C 2.349 0.430 1.779 0.0 0.0 0.2 -0.243
N 0.564 -1.220 0.828 0.7 0.6 0.4 -0.322
N -0.394 -2.028 0.379 -0.4 -0.8 -1.1 -0.158
H -1.049 -2.173 3.031 0.0 0.0 0.1 0.226
H -2.714 -2.723 2.706 0.0 0.0 0.0 0.246
H -2.258 -1.039 2.417 0.0 0.1 0.1 0.237
H 0.681 -2.887 -2.691 0.0 0.0 -0.1 0.239
H 2.548 -1.462 -1.875 0.1 0.0 -0.1 0.225
H 3.173 0.415 -1.437 0.0 0.0 0.0 0.207
H 4.237 0.907 -0.114 -0.1 0.0 -0.1 0.205
H 2.994 2.828 0.340 0.0 0.0 -0.1 0.204
H 2.333 2.620 -1.282 0.1 0.0 0.0 0.219
H 1.110 1.231 -2.315 0.1 0.0 0.0 0.208
H -0.814 0.446 -3.547 0.0 0.0 -0.1 0.218
H -3.034 0.267 -2.464 -0.1 0.0 -0.1 0.235
H -1.363 1.806 1.146 0.0 0.0 0.1 0.228
H 1.561 2.406 2.293 0.0 -0.1 0.0 0.197
H 0.326 1.155 2.040 0.1 0.1 0.0 0.228
H 2.027 -0.346 2.471 0.1 0.1 0.1 0.240
H 3.308 0.834 2.112 0.0 0.0 0.0 0.199
```
Positions in Å, forces in eV/Å.

=====

3.
C17H17F6N5O5PdS2SeSi as an isolated structure, computed with wB97M-V/def2-TZVPD.

Values from the calculation:
Strongest force on any atom, hartree/bohr: 0.011
LUMO energy, eV: -7.06
Charge: +2
Molecular weight, g/mol: 762.941
HOMO, eV: -14.5

Structure (XYZ):
```
55
Properties=species:S:1:pos:R:3:forces:R:3:nbo_charge:R:1
Pd 0.107 -0.478 -0.055 -0.3 -0.3 -0.1 0.942
Se -6.436 -2.603 -3.171 0.0 0.0 0.0 1.076
N -6.028 -1.520 -1.829 0.0 0.0 0.0 -0.597
C -4.725 -1.493 -1.741 0.1 0.1 0.1 0.158
C -4.003 -0.704 -0.744 -0.2 0.0 -0.1 -0.097
C -4.616 0.099 0.220 0.0 0.0 0.0 -0.071
C -3.826 0.799 1.105 0.1 0.0 0.0 -0.223
C -2.439 0.701 1.019 -0.1 -0.1 -0.1 0.080
N -1.853 -0.066 0.104 0.0 0.3 0.2 -0.435
C -2.620 -0.764 -0.762 0.0 0.0 -0.1 0.219
C -1.905 -1.583 -1.711 0.0 0.0 -0.1 0.233
N -0.560 -1.569 -1.597 0.0 0.1 0.2 -0.436
C 0.188 -2.287 -2.427 0.0 0.0 0.0 0.076
C -0.392 -3.056 -3.432 0.1 0.0 0.0 -0.221
C -1.764 -3.084 -3.558 -0.1 -0.1 -0.1 -0.069
C -2.551 -2.336 -2.679 -0.1 0.0 0.0 -0.073
C -4.011 -2.293 -2.698 0.2 0.0 0.0 0.086
N -4.742 -2.958 -3.552 0.0 0.0 0.0 -0.580
H -5.696 0.155 0.259 0.0 0.0 0.0 0.267
H -4.260 1.428 1.870 0.0 0.0 0.0 0.262
H -1.793 1.246 1.690 0.0 0.0 0.0 0.237
H 1.258 -2.254 -2.269 0.0 0.0 0.0 0.237
H 0.241 -3.627 -4.095 0.0 0.0 0.0 0.263
H -2.244 -3.681 -4.323 0.0 0.0 0.0 0.268
F -0.170 -2.171 2.389 0.0 -0.1 0.0 -0.288
C 1.112 -2.482 2.343 0.2 0.2 0.0 0.805
F 1.593 -2.690 3.538 -0.1 0.0 0.0 -0.259
F 1.300 -3.525 1.557 0.0 0.0 0.1 -0.279
S 2.111 -1.063 1.561 -0.1 0.2 -0.3 2.146
O 2.019 -1.304 0.086 0.1 0.1 0.3 -0.916
O 3.389 -1.041 2.165 0.0 0.0 0.0 -0.830
N 1.257 0.337 1.591 0.3 -0.4 -0.2 -1.245
S 0.781 1.085 2.990 -0.1 -0.1 0.2 2.220
O 0.150 0.171 3.877 0.0 0.1 -0.1 -0.866
O 0.137 2.285 2.545 0.0 0.0 0.0 -0.936
C 2.356 1.612 3.834 0.0 0.0 -0.1 0.762
F 2.026 2.547 4.693 0.0 0.0 0.0 -0.267
F 3.208 2.108 2.928 0.0 0.0 0.1 -0.316
F 2.899 0.580 4.438 0.0 0.1 0.0 -0.272
C 2.309 1.447 -1.894 -0.1 0.0 -0.1 -1.255
Si 3.053 1.964 -0.309 0.1 0.0 -0.1 2.071
C 2.739 3.634 0.347 -0.1 0.1 0.1 -1.248
C 4.528 1.060 0.249 0.1 0.0 0.0 -1.260
H 2.530 2.242 -2.617 0.0 0.0 0.0 0.300
H 1.223 1.402 -1.823 0.0 0.0 0.0 0.289
H 2.725 0.511 -2.264 0.0 0.0 0.0 0.272
H 3.675 4.059 0.719 0.0 0.0 0.0 0.291
H 2.038 3.611 1.184 0.0 0.0 0.0 0.295
H 2.317 4.273 -0.429 0.0 0.0 0.0 0.288
H 5.341 1.475 -0.369 0.0 0.0 0.0 0.303
H 4.492 -0.006 0.039 0.0 0.0 0.0 0.286
H 4.788 1.240 1.290 0.0 0.0 0.0 0.295
O -0.199 2.569 -0.248 -0.1 0.1 0.0 -0.985
H -0.833 3.134 -0.707 0.1 0.0 -0.1 0.495
H -0.221 2.863 0.674 0.0 -0.1 0.0 0.502
```
Positions in Å, forces in eV/Å.